Density functional theory data (ωB97M-V with the def2-TZVPD basis set) for one molecule with the formula C5H7NOS.

```
15
Properties=species:S:1:pos:R:3:forces:R:3
S -2.9465 -0.1047 -0.8598 2.88 -0.40 -0.85
C -1.8507 0.5546 0.5190 -2.47 3.58 -0.45
C -0.8059 -0.4024 0.6188 4.31 -2.61 0.50
C 0.4708 -0.2197 0.0577 -2.36 1.36 1.47
C 1.0739 1.1552 -0.1908 1.38 -0.29 -0.55
N 2.3471 1.0083 -0.5550 -2.48 2.06 0.27
O 2.7212 -0.2833 -0.7528 -1.98 -0.45 1.59
C 1.6378 -1.1398 -0.1092 1.47 0.09 0.19
H -1.6251 -0.4004 -1.5537 -3.01 0.46 0.90
H -1.6131 1.6214 0.1417 0.24 -1.86 0.71
H -2.4635 0.7504 1.4443 0.49 -0.69 -0.89
H -1.0915 -1.3851 1.1835 0.64 1.67 -1.56
H 0.5545 2.2253 -0.0031 1.69 -2.86 -0.57
H 2.0322 -1.4438 0.9256 -0.40 0.00 -1.64
H 1.5587 -1.9362 -0.8662 -0.38 -0.04 0.88
```
Positions in Å, forces in eV/Å.

Computed properties:
SMILES string: SC/C=C1\C=NOC1
Kohn-Sham gap: 8.4 eV
max |F|: 0.09843 hartree/bohr
energy: -19667.020 eV